Record 1
Formula: C35H30BrMgN8O4
Source: the Open Molecules 2025 dataset
Level of theory: wB97M-V/def2-TZVPD

Total charge ... -1
ΔE to the lowest compared entry with this formula, charge and spin ... 0.0 kcal per mole
Frontier orbital gap ... 0.2476 Ha

Cartesian coordinates (Å):
1 Mg -0.054 -0.335 -1.190
2 O -1.849 -0.519 -0.335
3 C -2.259 -1.221 0.637
4 C -3.227 -0.713 1.555
5 C -3.754 -1.494 2.550
6 C -3.364 -2.832 2.722
7 C -2.416 -3.345 1.866
8 C -1.845 -2.574 0.845
9 C -0.916 -3.207 -0.060
10 N -0.192 -2.604 -0.920
11 C 0.607 -3.421 -1.814
12 C 0.527 -2.788 -3.194
13 N 0.909 -1.400 -3.035
14 C 1.521 -0.823 -3.987
15 C 2.006 0.539 -3.938
16 C 2.483 1.127 -5.114
17 C 3.003 2.402 -5.132
18 C 3.078 3.101 -3.916
19 C 2.641 2.547 -2.740
20 C 2.065 1.243 -2.693
21 O 1.655 0.746 -1.599
22 H -3.535 0.316 1.422
23 H -4.493 -1.067 3.221
24 H -3.790 -3.439 3.508
25 H -2.096 -4.377 1.973
26 H -0.873 -4.305 -0.001
27 H 0.267 -4.464 -1.838
28 H 1.649 -3.406 -1.476
29 H -0.512 -2.826 -3.533
30 H 1.163 -3.319 -3.915
31 H 1.720 -1.371 -4.921
32 H 2.434 0.551 -6.034
33 H 3.364 2.845 -6.050
34 H 3.497 4.102 -3.906
35 H 2.703 3.088 -1.805
36 Br -0.190 -4.155 6.174
37 C 0.409 -2.357 6.021
38 C 1.610 -1.992 6.599
39 C 2.031 -0.677 6.494
40 C 1.287 0.262 5.789
41 C 0.072 -0.125 5.225
42 C -0.370 -1.431 5.343
43 N 1.754 1.605 5.853
44 N 1.655 2.410 4.906
45 C 1.267 2.099 3.605
46 C 0.698 3.176 2.933
47 C 0.142 3.081 1.676
48 C 0.144 1.863 0.961
49 O -0.368 1.723 -0.175
50 C 0.853 0.741 1.603
51 N 0.972 -0.388 0.864
52 C 1.698 -1.374 1.329
53 C 2.405 -1.296 2.536
54 C 2.281 -0.173 3.300
55 C 1.441 0.877 2.878
56 H 2.204 -2.720 7.134
57 H 2.957 -0.360 6.958
58 H -0.527 0.591 4.678
59 H -1.298 -1.730 4.881
60 H 0.678 4.117 3.471
61 H -0.313 3.941 1.199
62 H 1.759 -2.261 0.711
63 H 3.042 -2.114 2.844
64 H 2.840 -0.080 4.223
65 C -2.828 3.470 -4.484
66 N -2.249 2.179 -4.223
67 C -2.889 0.940 -4.608
68 C -2.152 -0.072 -3.727
69 O -2.314 -1.268 -3.808
70 N -1.306 0.605 -2.888
71 C -1.453 1.893 -3.153
72 N -0.867 2.831 -2.423
73 H -3.261 3.461 -5.482
74 H -2.062 4.245 -4.477
75 H -3.612 3.736 -3.765
76 H -2.761 0.701 -5.664
77 H -3.955 0.931 -4.362
78 H -0.502 2.540 -1.494
79 H -1.040 3.801 -2.609

Atomic forces in eV per Å
0.125 0.300 -0.071
-0.143 0.114 0.082
-0.154 -0.139 -0.081
-0.045 -0.049 0.065
-0.018 0.066 0.086
0.071 0.005 0.042
-0.024 -0.030 0.015
0.121 -0.100 0.031
-0.187 -0.014 0.055
0.097 -0.187 -0.015
0.030 -0.043 0.003
-0.022 -0.005 0.005
-0.164 -0.248 -0.049
0.074 0.129 -0.073
-0.022 -0.028 -0.061
0.009 0.022 -0.023
0.009 0.001 0.017
0.024 0.038 -0.011
0.033 0.028 -0.091
0.052 -0.042 -0.165
-0.032 0.048 0.111
-0.017 0.036 -0.013
0.003 -0.006 -0.006
-0.024 -0.023 0.037
0.010 -0.016 -0.004
0.001 0.025 0.035
0.007 0.018 0.021
0.043 0.010 -0.031
0.004 0.006 -0.007
-0.003 0.007 0.006
0.028 0.012 0.021
-0.002 -0.016 -0.017
0.002 0.020 -0.025
0.004 0.015 0.003
0.009 0.029 0.055
0.001 0.018 -0.024
-0.059 -0.004 -0.056
0.024 -0.019 0.003
-0.012 -0.013 0.109
-0.266 -0.067 0.466
-0.139 0.058 0.162
0.039 -0.051 -0.001
0.067 -0.220 0.267
0.014 0.227 -0.187
-0.013 0.090 -0.220
-0.014 0.032 0.005
-0.053 -0.036 -0.083
0.221 0.042 0.359
0.002 -0.358 0.156
-0.015 0.088 -0.048
-0.119 0.129 0.110
0.019 -0.060 -0.046
0.032 -0.014 -0.023
0.274 -0.038 -0.095
0.148 0.104 -0.155
0.003 -0.015 0.008
0.009 0.025 0.018
-0.011 -0.027 0.038
-0.113 -0.043 -0.044
-0.021 0.017 -0.005
-0.004 0.005 0.030
-0.014 -0.055 -0.016
0.006 -0.016 -0.005
0.026 -0.019 -0.344
-0.038 -0.003 0.002
0.023 -0.078 -0.114
-0.029 0.088 -0.016
0.168 0.019 0.000
-0.009 -0.214 -0.032
-0.059 -0.330 0.010
0.209 0.559 0.318
-0.212 0.142 -0.525
-0.013 0.007 -0.003
0.026 -0.001 0.012
-0.006 0.005 0.012
0.003 0.010 -0.001
-0.005 0.007 -0.006
0.019 0.051 0.073
-0.004 -0.026 -0.057

Here are the Löwdin charges for atoms 1 to 8, given in e: Mg 0.631; O -0.103; C -0.370; C -0.016; C -0.117; C -0.140; C -0.075; C -0.143

---

Record 2
Formula: C35H30Cl2N8O3RuS
Source: the Open Molecules 2025 dataset
Level of theory: wB97M-V/def2-TZVPD

Total charge ... +2
Frontier orbital gap (alpha / beta) ... 0.1948 / 0.1970 Ha

Cartesian coordinates (Å):
1 Ru 0.403 0.650 -0.474
2 Cl 3.113 -4.801 -3.546
3 C 2.069 -3.523 -3.105
4 C 2.503 -2.546 -2.221
5 C 1.636 -1.534 -1.818
6 N 1.907 -0.547 -0.905
7 C 3.153 -0.110 -0.557
8 O 4.192 -0.405 -1.122
9 C 3.074 0.856 0.596
10 C 4.199 1.220 1.326
11 C 4.042 2.062 2.418
12 C 2.772 2.525 2.727
13 C 1.701 2.149 1.927
14 N 1.853 1.336 0.891
15 C 0.294 -1.501 -2.328
16 C -0.108 -2.466 -3.250
17 C 0.763 -3.470 -3.635
18 Cl 0.252 -4.658 -4.752
19 N -0.467 -0.483 -1.821
20 C -1.747 -0.203 -2.216
21 O -2.379 -0.792 -3.068
22 C -2.304 0.957 -1.442
23 C -3.637 1.325 -1.575
24 C -4.106 2.402 -0.838
25 C -3.230 3.069 0.005
26 C -1.914 2.634 0.087
27 N -1.467 1.602 -0.616
28 H 3.504 -2.587 -1.824
29 H 5.166 0.841 1.037
30 H 4.892 2.351 3.017
31 H 2.606 3.180 3.567
32 H 0.691 2.490 2.126
33 H -1.110 -2.438 -3.650
34 H -4.277 0.761 -2.236
35 H -5.135 2.716 -0.917
36 H -3.555 3.909 0.599
37 H -1.199 3.122 0.740
38 C -2.752 -2.261 5.070
39 N -2.385 -1.917 3.726
40 N -1.721 -0.761 3.442
41 C -1.254 -0.811 2.146
42 O -0.633 0.144 1.633
43 C -1.666 -2.067 1.637
44 C -2.349 -2.719 2.639
45 C -3.000 -4.049 2.609
46 C -1.668 0.353 4.306
47 C -2.842 0.861 4.852
48 C -2.783 1.959 5.689
49 C -1.566 2.564 5.965
50 C -0.401 2.062 5.404
51 C -0.442 0.952 4.578
52 H -2.085 -1.740 5.761
53 H -2.647 -3.337 5.209
54 H -3.781 -1.975 5.302
55 H -1.447 -2.433 0.654
56 H -3.087 -4.379 1.576
57 H -3.991 -4.000 3.058
58 H -2.420 -4.793 3.157
59 H -3.794 0.410 4.615
60 H -3.692 2.336 6.128
61 H -1.532 3.416 6.627
62 H 0.543 2.528 5.640
63 H 0.459 0.540 4.150
64 C 4.493 -0.144 -4.504
65 C 3.108 0.367 -4.445
66 C 2.069 0.008 -5.277
67 C 0.791 0.555 -5.047
68 N 0.565 1.320 -3.984
69 C 1.562 1.672 -3.206
70 S 1.315 2.712 -1.878
71 N 2.838 1.254 -3.459
72 C -0.357 0.321 -5.944
73 H 4.590 -0.966 -5.206
74 H 4.789 -0.481 -3.508
75 H 5.188 0.643 -4.801
76 H 2.233 -0.666 -6.099
77 H 3.599 1.579 -2.869
78 H -0.094 -0.309 -6.786
79 H -0.719 1.280 -6.315
80 H -1.183 -0.124 -5.391

Atomic forces in eV per Å
-0.230 0.264 0.374
0.147 0.057 0.059
0.399 0.513 0.471
0.314 -0.665 -0.440
-0.543 0.300 0.097
-1.461 -0.070 -0.448
1.558 0.272 0.238
-0.555 0.241 0.391
0.495 0.161 0.255
-0.260 -0.143 -0.219
-0.246 0.008 -0.070
0.061 -0.106 -0.163
-0.079 0.185 0.269
-0.180 0.009 -0.251
0.371 0.247 0.467
-0.067 -0.712 -0.568
-0.536 0.530 0.112
-0.123 0.043 -0.028
1.388 -0.194 0.566
-1.525 0.178 -0.675
0.260 0.397 0.459
-0.628 0.033 -0.163
0.327 -0.082 0.018
0.195 -0.007 0.071
0.144 -0.144 -0.096
-0.171 0.333 0.197
0.335 -0.078 0.152
0.058 -0.063 -0.008
0.048 -0.105 -0.035
0.071 0.016 0.014
-0.031 0.079 0.084
0.120 -0.040 0.009
0.066 -0.097 0.002
0.026 -0.026 -0.085
-0.100 0.010 -0.017
0.005 0.064 0.033
-0.077 -0.047 -0.067
-0.212 -0.067 0.715
-0.282 -0.604 -0.550
0.737 0.252 -0.841
-0.724 -1.280 0.322
1.355 1.354 -1.556
0.145 0.220 0.144
0.100 0.530 0.052
0.006 -0.138 0.142
-0.137 0.448 0.340
0.158 -0.030 -0.139
0.045 0.011 0.073
-0.103 -0.030 0.006
-0.028 0.047 0.036
-0.151 -0.154 -0.019
-0.089 -0.195 -0.046
0.043 0.109 -0.020
0.089 -0.015 -0.043
-0.067 -0.092 -0.162
-0.043 -0.034 0.055
-0.048 -0.061 -0.059
0.019 0.006 0.003
-0.081 -0.081 -0.035
-0.094 0.096 0.051
0.046 0.069 0.036
0.124 0.019 -0.005
0.072 -0.061 -0.019
0.364 -0.077 -0.016
-0.312 -0.100 -0.251
-0.120 0.222 0.186
0.777 -0.310 -0.034
-0.192 0.200 0.060
0.469 -0.077 -0.548
-0.594 -1.023 1.783
-0.476 -0.152 -0.239
-0.174 -0.101 -0.223
-0.046 -0.034 -0.063
0.014 -0.052 -0.035
-0.017 0.059 -0.047
0.098 -0.111 -0.082
-0.219 -0.031 0.064
0.000 -0.096 -0.095
0.014 0.065 -0.015
-0.039 -0.063 0.071

Here are the Löwdin charges for atoms 1 to 8, given in e: Ru 1.277; Cl 0.762; C -0.665; C -0.021; C -0.187; N -0.007; C -0.418; O 0.104